Entry 1:
Density functional theory data (the ωB97M-V functional and the def2-TZVPD basis) for 2 unconnected molecules or ions with the total composition C10H13O3 in a non-equilibrium geometry.

Element x y z (Å)
C1 -3.97584 -0.38666 -2.17975
C2 0.18663 0.19521 -1.15269
C3 -0.66583 -0.58857 -0.32829
C4 -0.40241 0.80300 -2.31847
C5 -2.03029 -0.65473 -0.63409
C6 -1.72564 0.57619 -2.70006
C7 -2.51672 -0.09872 -1.80256
O1 1.43640 0.44964 -0.94761
H1 2.70580 -0.09028 -0.16332
H2 -0.36648 -1.24751 0.47998
H3 0.18295 1.58236 -2.78760
H4 -2.73975 -1.10405 0.05204
H5 -2.00392 0.95009 -3.67990
H6 -4.53874 -0.96674 -1.44638
H7 -3.99584 -0.85871 -3.17174
H8 -4.57533 0.51227 -2.35777
C8 1.91912 0.01847 2.27720
C9 2.54387 0.90831 3.36393
C10 2.92765 -0.90439 1.60940
O2 3.35856 -1.87168 2.18760
O3 3.42184 -0.44153 0.46257
H9 1.13712 -0.61414 2.71188
H10 1.41467 0.67849 1.56897
H11 3.37043 1.45590 2.92025
H12 3.07672 0.22960 4.05409
H13 1.85503 1.46818 3.98232

## Properties
LUMO ... 3.55 eV
Net charge ... -1
Largest force on an atom ... 3.03 eV/A
2S+1 ... 1
HOMO ... -3.39 eV
Gap between HOMO and LUMO ... 6.95 eV
ΔE to the lowest compared entry with this formula, charge and spin ... 0.828 eV

Atom charges from the Löwdin analysis, given in e for atoms 1 to 8: number 1, C, carries -0.09; number 2, C, carries -0.44; number 3, C, carries -0.04; number 4, C, carries -0.04; number 5, C, carries -0.10; number 6, C, carries -0.09; number 7, C, carries -0.34; number 8, O, carries -0.15

---

Entry 2:
Density functional theory data (the ωB97M-V functional and the def2-TZVPD basis) for a molecular structure, C20H17N4O5V in a non-equilibrium geometry.

Element x y z (Å)
V1 -12.40957 -7.99283 6.62397
O1 -11.56599 -11.96016 7.45683
C1 -12.05316 -10.77319 7.19897
O2 -11.73766 -9.70916 7.68452
C2 -13.09469 -10.71115 6.07989
C3 -13.58589 -11.76602 5.34555
C4 -14.48315 -11.53055 4.26871
C5 -14.78403 -10.22127 3.90713
C6 -14.20907 -9.22761 4.69893
N1 -13.45733 -9.48070 5.79568
C7 -14.49675 -7.75678 4.53934
O3 -15.37759 -7.31591 3.82236
O4 -13.69367 -7.12202 5.32553
H1 -10.78242 -11.93122 8.03631
H2 -13.34819 -12.78679 5.66321
H3 -14.93763 -12.26395 3.68290
H4 -15.38671 -9.86750 3.05023
C8 -8.35997 -13.36736 6.47225
C9 -7.89088 -12.41113 5.39834
C10 -8.78483 -12.00821 4.42111
C11 -8.33713 -11.21546 3.37874
C12 -7.02247 -10.70418 3.35855
N2 -6.62913 -9.78962 2.40903
C13 -7.34316 -8.68608 1.96643
O5 -7.00664 -8.18119 0.90471
N3 -8.45972 -8.24063 2.67969
C14 -8.78021 -8.31934 4.07542
C15 -7.77084 -8.44659 5.02629
C16 -8.06262 -8.62503 6.33643
C17 -9.41583 -8.54068 6.69753
N4 -10.40962 -8.35725 5.84487
C18 -10.13037 -8.22643 4.51496
C19 -6.16218 -11.11725 4.34426
C20 -6.59638 -11.94933 5.36709
H5 -9.39649 -13.54859 6.31992
H6 -8.17169 -12.86188 7.44706
H7 -7.83251 -14.31256 6.44619
H8 -9.78829 -12.38747 4.47293
H9 -9.02189 -10.94052 2.55294
H10 -5.87511 -10.05820 1.78640
H11 -8.88024 -7.53721 2.13052
H12 -6.72767 -8.42065 4.68145
H13 -7.25367 -8.81153 7.03430
H14 -9.68192 -8.68462 7.76646
H15 -10.99966 -8.05598 3.86415
H16 -5.15735 -10.68820 4.35131
H17 -5.90516 -12.33569 6.13066

## Properties
LUMO (alpha / beta) ... -4.12 / -4.25 eV
Net charge ... +1
Largest force on an atom ... 2.45 eV/A
2S+1 ... 4
HOMO (alpha / beta) ... -11.54 / -11.54 eV
Gap between HOMO and LUMO (alpha / beta) ... 7.42 / 7.29 eV

Atom charges from the Löwdin analysis, given in e for atoms 1 to 8: number 1, V, carries 1.07; number 2, O, carries 0.19; number 3, C, carries -0.41; number 4, O, carries 0.00; number 5, C, carries -0.17; number 6, C, carries 0.05; number 7, C, carries 0.02; number 8, C, carries 0.06

---

Entry 3:
Density functional theory data (the ωB97M-V functional and the def2-TZVPD basis) for C4H17BN6 in the gas phase in a non-equilibrium geometry.

Element x y z (Å)
N1 2.93418 1.11191 1.01244
C1 2.10018 0.28283 0.11495
N2 3.03819 -0.57904 -0.63470
N3 1.24950 -0.50136 1.00033
C2 1.28840 1.18021 -0.85610
B1 -0.02933 0.50995 -1.48182
C3 -1.51389 0.66018 -0.90405
C4 -1.91369 -0.36596 0.19506
N4 -1.61587 0.05097 1.54398
N5 -1.35434 -1.69900 -0.07979
N6 -3.40413 -0.43784 0.15137
H1 3.39487 1.76629 0.39391
H2 2.26433 1.66346 1.53823
H3 3.28664 -1.31103 0.01116
H4 2.50408 -0.99374 -1.38750
H5 1.63362 -0.49078 1.92977
H6 1.10469 -1.43407 0.66380
H7 1.96211 1.42132 -1.68691
H8 1.03308 2.10420 -0.32860
H9 0.08707 -0.11134 -2.49902
H10 -2.24913 0.52749 -1.70522
H11 -1.70256 1.65311 -0.48613
H12 -0.84486 0.69614 1.55938
H13 -2.41116 0.54007 1.92360
H14 -1.77677 -2.33234 0.58373
H15 -1.68593 -2.01623 -0.98021
H16 -3.66172 -1.04248 -0.60797
H17 -3.71756 -0.85292 1.01629

## Properties
LUMO ... 0.62 eV
Largest force on an atom ... 1.50 eV/A
2S+1 ... 1
HOMO ... -8.70 eV
Structure (SMILES) ... NC(N)(N)CBCC(N)(N)N
Gap between HOMO and LUMO ... 9.32 eV
ΔE to the lowest compared entry with this formula, charge and spin ... 0.779 eV

Atom charges from the Löwdin analysis, given in e for atoms 1 to 8: number 1, N, carries 0.06; number 2, C, carries -0.69; number 3, N, carries 0.08; number 4, N, carries 0.08; number 5, C, carries -0.11; number 6, B, carries -0.10; number 7, C, carries -0.10; number 8, C, carries -0.68